DFT (ωB97M-V with the def2-TZVPD basis set) results for a cluster of 9 separate species, C30H84N6O12 in total.

XYZ file:
```
132
Properties=species:S:1:pos:R:3:forces:R:3:mulliken_charge:R:1
C -3.748 -4.767 -2.941 -0.65 -1.01 0.06 -1.3043
C -3.478 -6.160 -2.361 -0.61 -0.84 -0.02 0.6800
C -4.599 -7.226 -2.727 0.73 0.62 1.31 -0.8413
O -4.668 -8.226 -1.693 0.26 -0.71 -0.32 -0.3245
C -4.116 -9.533 -2.030 -0.49 1.59 -0.52 -0.7193
N -2.157 -6.689 -2.663 0.35 -0.22 -0.94 -0.7904
H -4.488 -4.310 -2.283 0.47 0.53 0.29 0.2952
H -4.313 -4.810 -3.872 0.57 -0.10 -0.49 0.2951
H -2.799 -4.239 -3.039 -0.35 0.34 0.00 0.3881
H -3.411 -6.059 -1.278 -1.25 0.06 0.32 0.2708
H -4.513 -7.717 -3.697 0.55 0.23 -0.20 0.3807
H -5.548 -6.690 -2.746 -0.19 -0.07 0.21 0.3378
H -4.149 -10.138 -1.124 0.16 0.10 -0.21 0.2099
H -3.125 -9.409 -2.467 0.37 -0.18 0.46 0.3284
H -4.681 -9.988 -2.844 -0.44 -0.21 0.15 0.3026
H -1.488 -6.122 -2.162 0.32 0.13 -0.07 0.2859
H -2.112 -7.587 -2.203 0.23 -0.25 0.00 0.2098
C 0.802 4.645 3.002 1.50 1.42 0.06 -1.3210
C 1.025 5.759 1.889 1.22 -2.15 -1.88 0.5238
C 2.577 6.200 1.546 -2.05 -0.84 2.48 -0.6699
O 3.105 6.806 2.733 -0.76 0.11 -1.76 -0.3587
C 2.782 8.182 2.690 1.73 0.80 1.25 -0.7947
N 0.617 5.214 0.576 -1.22 0.03 -0.04 -0.5783
H -0.118 4.694 3.585 -0.33 0.29 -0.62 0.2937
H 1.564 4.929 3.729 0.21 -0.37 0.35 0.3774
H 0.968 3.601 2.735 0.11 0.20 -0.49 0.2823
H 0.345 6.560 2.180 0.50 0.44 -0.33 0.2551
H 2.610 6.796 0.634 -0.30 0.82 0.27 0.3224
H 3.186 5.351 1.238 -0.14 -0.51 0.66 0.4235
H 3.035 8.496 3.703 0.03 0.51 -0.07 0.2796
H 1.799 8.604 2.480 -0.61 -1.10 -0.18 0.3125
H 3.464 8.661 1.988 0.11 0.27 -0.07 0.3126
H 1.177 4.419 0.303 0.06 -0.27 0.33 0.2389
H 0.759 5.879 -0.171 -0.16 0.33 -0.06 0.1199
C -7.841 -4.887 1.557 -0.04 -0.66 1.56 -1.3906
C -8.216 -3.414 1.882 0.23 -2.73 -0.57 0.5733
C -7.147 -2.489 1.347 0.49 0.99 -0.54 -0.8181
O -5.760 -2.736 1.725 -1.77 0.57 0.47 -0.2929
C -5.335 -1.922 2.833 -0.25 -1.66 -0.06 -0.7548
N -9.530 -3.212 1.243 0.90 1.40 -0.49 -0.7238
H -6.935 -5.261 2.035 0.22 0.32 0.10 0.3189
H -7.788 -5.258 0.533 -0.18 0.77 -0.34 0.3354
H -8.655 -5.421 2.046 -0.01 -0.53 -0.15 0.4193
H -8.323 -3.387 2.967 0.10 0.42 0.05 0.2679
H -7.485 -1.478 1.573 0.44 0.37 0.19 0.3612
H -7.126 -2.533 0.258 -0.23 -0.25 -0.14 0.2624
H -4.621 -2.566 3.347 0.70 0.53 -0.18 0.2715
H -6.108 -1.849 3.598 -0.40 0.56 -0.23 0.3343
H -4.950 -0.964 2.485 0.03 -0.01 0.26 0.2534
H -10.318 -3.702 1.641 0.37 -0.17 0.37 0.2840
H -9.372 -3.586 0.318 -0.59 0.10 -0.33 0.2969
C -3.876 4.739 -1.641 -0.66 -1.58 -1.76 -1.4154
C -4.469 5.181 -0.344 1.04 0.54 1.36 0.4454
C -4.471 4.120 0.759 -0.39 -2.63 1.08 -0.7056
O -4.760 4.408 2.171 -0.53 0.29 0.02 -0.3177
C -6.042 4.077 2.788 0.05 1.18 -1.86 -0.6921
N -3.492 6.141 0.044 0.58 2.61 0.91 -0.6089
H -4.579 4.104 -2.181 0.17 -0.36 -0.23 0.3492
H -2.915 4.230 -1.563 -0.12 -0.48 0.64 0.2715
H -3.576 5.531 -2.327 -0.67 0.56 0.39 0.4044
H -5.419 5.708 -0.439 -0.17 -0.28 -0.21 0.3472
H -3.481 3.679 0.881 0.66 0.73 -0.42 0.2892
H -4.945 3.182 0.471 -1.11 0.05 -0.13 0.3915
H -6.306 3.020 2.808 0.42 -0.14 -0.05 0.2590
H -6.796 4.615 2.213 -0.42 -0.27 -0.22 0.2983
H -6.164 4.527 3.773 0.88 -0.20 0.12 0.2512
H -2.636 5.688 0.332 0.17 0.00 0.09 0.1781
H -3.822 6.723 0.801 0.20 -0.04 0.28 0.2470
C 4.423 6.035 -4.539 -2.25 0.53 0.16 -1.3733
C 2.998 5.928 -3.802 1.37 -0.59 0.13 0.5081
C 2.121 7.304 -3.740 1.86 -1.25 -0.50 -0.7340
O 0.881 7.144 -3.107 -1.63 1.53 -0.47 -0.2693
C -0.125 8.092 -3.641 -0.11 -0.71 -1.00 -0.9034
N 2.382 4.637 -4.325 -1.24 1.57 -0.24 -0.7651
H 4.281 6.180 -5.610 -0.08 -0.16 -0.07 0.3424
H 4.873 5.057 -4.370 0.39 0.35 0.00 0.3563
H 4.992 6.895 -4.185 0.24 -0.30 0.30 0.3415
H 3.329 5.649 -2.801 -0.36 0.70 0.56 0.1059
H 2.134 7.803 -4.709 -0.96 -0.68 -0.76 0.4783
H 2.685 8.088 -3.236 0.57 -0.39 0.86 0.3561
H 0.127 9.127 -3.872 1.36 0.00 0.37 0.3518
H -1.052 8.265 -3.094 0.37 -1.04 0.94 0.2912
H -0.442 7.702 -4.608 -0.02 -0.21 -0.12 0.3609
H 1.404 4.667 -4.075 -0.66 0.45 -0.41 0.2723
H 2.598 3.806 -3.792 1.13 0.16 0.34 0.2726
C 5.039 1.007 2.721 -1.33 0.46 -0.07 -1.5789
C 6.505 0.874 2.496 -0.84 -0.14 0.35 0.8610
C 7.127 1.917 1.570 0.67 0.27 1.47 -0.8825
O 8.470 1.582 1.171 -0.86 0.96 0.34 -0.4061
C 8.576 0.559 0.248 -0.82 -1.29 -0.61 -0.6925
N 7.024 0.869 3.903 0.73 -0.87 -2.12 -0.7173
H 4.890 1.892 3.339 -0.65 0.01 0.08 0.3333
H 4.721 0.099 3.233 -0.06 0.28 0.45 0.3289
H 4.393 1.037 1.844 0.24 0.36 -0.29 0.4383
H 6.462 -0.088 1.985 1.40 -0.48 0.23 0.1892
H 7.322 2.830 2.133 -0.31 0.12 0.24 0.3032
H 6.372 2.205 0.839 0.51 -0.34 -1.01 0.3812
H 7.581 0.220 -0.042 -0.17 0.04 -0.40 0.2801
H 9.007 -0.344 0.679 0.51 0.07 0.10 0.2655
H 9.108 0.849 -0.658 0.17 0.14 0.13 0.3113
H 6.674 1.721 4.316 0.20 0.23 0.18 0.2811
H 8.011 0.971 3.713 0.56 0.16 0.91 0.3039
C 1.111 -8.980 1.365 0.14 -1.62 -0.85 -0.3401
C 2.299 -9.144 0.410 -0.69 1.18 0.49 -0.4964
O 2.902 -7.862 0.490 1.22 0.04 -0.50 -0.4978
O 0.167 -8.133 0.709 0.02 -0.17 0.47 -0.4830
H 1.401 -8.550 2.324 0.38 -0.01 -0.08 0.2865
H 0.636 -9.946 1.543 -0.09 -0.25 0.15 0.3678
H 1.981 -9.309 -0.620 -0.48 -0.18 -0.01 0.2663
H 3.012 -9.945 0.607 0.03 0.29 0.63 0.3232
H 2.274 -7.260 0.083 -0.02 0.21 0.01 0.2987
H -0.582 -8.224 1.302 -0.52 0.54 -0.34 0.2746
C -0.022 -0.639 -0.357 -0.42 -2.43 3.27 -0.4796
C 0.777 -1.804 0.359 -0.73 1.91 0.94 -0.2814
O 1.442 -2.647 -0.497 0.69 -0.86 -1.36 -0.5087
O 0.791 0.230 -1.010 0.52 0.50 -1.66 -0.4482
H -0.480 -0.082 0.460 -0.09 0.02 0.17 0.2932
H -0.863 -1.125 -0.850 0.07 0.31 -0.97 0.2855
H 0.140 -2.385 1.026 -0.58 0.11 0.04 0.3173
H 1.528 -1.338 0.997 -0.05 0.45 0.24 0.2042
H 2.206 -2.946 0.001 0.21 -0.31 -0.36 0.3043
H 0.973 -0.199 -1.850 0.47 0.27 -0.29 0.2996
C 6.433 -4.219 0.096 -0.56 0.22 1.15 -0.1947
C 6.154 -4.375 -1.379 -1.20 0.72 0.16 -0.4875
O 5.918 -3.085 -2.004 1.03 -0.95 -0.12 -0.5306
O 5.261 -3.715 0.793 -0.24 0.00 -0.88 -0.5137
H 7.231 -3.504 0.293 0.31 -0.11 -0.34 0.2402
H 6.660 -5.175 0.567 0.36 -0.22 -0.31 0.3276
H 5.295 -5.026 -1.536 -0.38 0.09 0.25 0.2554
H 6.940 -4.955 -1.862 0.46 0.77 -0.17 0.3387
H 5.039 -2.747 -1.819 -0.09 -0.39 0.31 0.3042
H 5.446 -3.622 1.730 0.22 -0.07 -0.05 0.2685
```
Forces are in eV/Å.

Calculated values
HOMO level in Eh: -0.3164
Energy above the lowest of the compared OMol25 structures with the same formula, charge and spin in eV: 14.1652
HOMO-LUMO gap in eV: 8.89
LUMO energy in eV: 0.28
Net charge: 0
Calculated total energy in a.u.: -2424.41125
SMILES: COC[C@H](C)N.COC[C@H](C)N.COC[C@H](C)N.COC[C@H](C)N.COC[C@H](C)N.COC[C@H](C)N.OCCO.OCCO.OCCO